{
  "formula": "C19H35IN5O8PS",
  "method": "wB97M-V/def2-TZVPD",
  "elements": ["C", "C", "C", "C", "P", "N", "O", "O", "O", "C", "O", "O", "C", "C", "C", "C", "I", "N", "C", "S", "H", "H", "H", "H", "H", "H", "H", "H", "H", "H", "H", "H", "H", "H", "C", "N", "C", "C", "O", "H", "H", "H", "H", "H", "H", "H", "C", "N", "C", "C", "O", "H", "H", "H", "H", "H", "H", "H", "C", "N", "C", "C", "O", "H", "H", "H", "H", "H", "H", "H"],
  "xyz": [[2.800706, 4.779202, -0.948244], [1.496874, 4.823491, -1.208417], [0.497167, 3.901318, -0.546304], [0.396664, 2.473179, -1.128741], [0.988795, 2.283075, -2.874794], [2.485912, 2.559959, -3.166233], [0.003035, 3.356928, -3.523459], [0.457991, 0.853783, -3.362512], [-1.066823, 2.252630, -1.276578], [-1.322878, 0.925069, -1.146627], [-2.380612, 0.414060, -1.299535], [-0.181305, 0.286391, -0.800690], [0.660401, 1.274924, -0.163710], [0.119909, 1.505336, 1.244239], [-0.205507, 0.245575, 2.071509], [0.803896, -0.147707, 3.154169], [2.297185, -1.505828, 2.511105], [1.995886, 0.752730, -0.229143], [2.952807, 1.248187, 0.312398], [4.143476, 1.857366, 1.111242], [3.192993, 4.435817, 0.001720], [3.514175, 5.096576, -1.700376], [1.092546, 5.545484, -1.911310], [-0.501666, 4.330836, -0.615886], [0.750451, 3.841771, 0.515784], [2.982063, 1.801342, -3.616962], [0.330147, 3.603985, -4.398798], [1.153097, 0.360862, -3.809469], [-0.773669, 2.127956, 1.191773], [0.858505, 2.092831, 1.801859], [-1.121732, 0.486343, 2.619161], [-0.446821, -0.615423, 1.449782], [0.259235, -0.624804, 3.962516], [1.299999, 0.740745, 3.545446], [-4.469495, 3.530562, -3.663078], [-4.036496, 4.762584, -4.290665], [-2.649651, 5.170496, -4.157937], [-4.874200, 5.547915, -4.996294], [-4.550269, 6.586697, -5.538356], [-4.315457, 3.572609, -2.583156], [-3.911126, 2.679243, -4.057056], [-5.528882, 3.374336, -3.858895], [-2.585951, 6.145720, -3.672968], [-2.186231, 5.256113, -5.142708], [-2.117453, 4.431963, -3.566206], [-5.903809, 5.153264, -5.039050], [-1.513021, -5.570471, 5.626516], [-0.758284, -4.520530, 4.979582], [0.662198, -4.375485, 5.272003], [-1.320122, -3.667422, 4.107521], [-0.714674, -2.773074, 3.542760], [-1.489483, -5.448512, 6.711567], [-1.098222, -6.549292, 5.377393], [-2.549379, -5.535696, 5.294406], [0.860705, -3.387070, 5.689570], [1.251926, -4.486981, 4.363328], [0.954154, -5.138317, 5.990277], [-2.394355, -3.854428, 3.940575], [2.695635, -5.206464, -1.020553], [2.210989, -5.625065, 0.276760], [1.147981, -6.610845, 0.359298], [2.709679, -5.125327, 1.422811], [2.333221, -5.446197, 2.534147], [1.889042, -4.760095, -1.605755], [3.100006, -6.057075, -1.573520], [3.483181, -4.465974, -0.893632], [0.284500, -6.193366, 0.878366], [1.483832, -7.486972, 0.914947], [0.857909, -6.907878, -0.645772], [3.508700, -4.382958, 1.258858]],
  "atomic_forces_ev_per_a": [[-0.1927, 0.3747, -0.1173], [-0.0353, -0.1000, 0.3032], [0.4662, 0.6871, 0.4853], [-1.6060, 0.1333, 0.1810], [1.5210, 0.2271, -0.1897], [-0.4378, -0.2663, -0.0572], [-0.1538, -0.1385, 0.1048], [-0.4569, 0.2095, 0.0230], [0.1329, -0.2200, -0.1456], [0.2792, -0.0443, -0.0452], [-0.0917, 0.0428, -0.1396], [-0.3046, -0.0416, 0.5954], [-0.0548, -0.4255, -1.0194], [0.6607, -0.0016, 0.5904], [-0.1249, -0.0011, 0.1838], [-0.4642, 0.5463, -0.1420], [0.1701, -0.1259, 0.1093], [0.0652, 0.5312, 0.0627], [-0.2064, 0.0218, 0.2825], [0.2087, -0.1200, -0.1559], [0.0119, -0.8432, -0.3088], [0.0127, 0.7200, 0.3761], [0.1976, -0.6200, -0.7008], [-0.0207, -0.1170, 0.0228], [-0.0614, -0.1470, -0.0346], [0.1808, 0.0909, 0.0964], [0.0565, 0.1162, 0.0142], [0.0296, -0.1114, 0.0685], [0.0167, -0.0358, -0.2352], [-0.0351, 0.0511, -0.0946], [-0.0228, -0.0992, -0.0620], [-0.0115, 0.0683, -0.0463], [0.2481, -0.2787, -0.0564], [0.1644, -0.1244, -0.0101], [0.0814, 0.0607, -0.0149], [-0.0299, -0.0626, 0.0309], [-0.1129, 0.0540, -0.0159], [-0.0129, 0.0152, -0.0146], [0.0159, -0.0086, 0.0069], [-0.0152, -0.0423, 0.0046], [-0.0202, -0.0285, 0.0283], [-0.0022, 0.0077, -0.0059], [0.0316, 0.0088, -0.0179], [0.0330, 0.0169, 0.0171], [-0.0146, -0.0055, 0.0066], [0.0026, -0.0099, 0.0083], [0.0925, 0.0277, -0.0122], [-0.0323, 0.0033, 0.0277], [-0.0162, 0.0649, -0.0763], [0.0967, -0.0769, -0.0174], [-0.1774, 0.1066, 0.0156], [-0.0315, -0.0250, 0.0052], [-0.0310, -0.0175, 0.0125], [0.0003, 0.0039, -0.0030], [0.0106, -0.0130, 0.0256], [0.0228, -0.0263, 0.0105], [-0.0161, -0.0036, 0.0019], [-0.0001, 0.0001, 0.0027], [-0.0947, -0.0544, 0.0345], [0.0347, -0.0136, -0.0437], [0.0153, 0.0478, 0.0705], [-0.0012, 0.0559, 0.0662], [0.0077, -0.0748, -0.0256], [0.0273, 0.0250, -0.0230], [0.0229, 0.0243, -0.0241], [-0.0030, 0.0052, 0.0073], [-0.0156, -0.0171, -0.0110], [-0.0203, -0.0133, -0.0086], [0.0076, 0.0095, -0.0059], [0.0025, -0.0035, -0.0017]],
  "smiles": "C=CC[C@]1(P(=N)(O)O)OC(=O)O[C@@]1(CCCI)N=C=S.CN(C)C=O.CN(C)C=O.CN(C)C=O",
  "relative_energy_ev": 0.0000,
  "energy_ha": -2657.9324,
  "homo_ev": -8.787
}

{
  "formula": "C27H45As2N4O9PV",
  "method": "wB97M-V/def2-TZVPD",
  "elements": ["V", "N", "C", "C", "C", "C", "C", "N", "H", "H", "H", "H", "H", "H", "C", "O", "C", "O", "C", "C", "As", "C", "C", "C", "As", "C", "C", "O", "O", "C", "C", "O", "O", "C", "C", "O", "O", "C", "H", "H", "H", "H", "H", "H", "H", "H", "H", "H", "H", "H", "H", "H", "H", "H", "H", "H", "C", "N", "C", "C", "O", "N", "C", "C", "H", "H", "H", "H", "H", "H", "H", "H", "H", "H", "H", "H", "C", "P", "C", "C", "H", "H", "H", "H", "H", "H", "H", "H", "H"],
  "xyz": [[1.471423, -0.524294, -0.916054], [-0.449935, -0.810320, -3.667375], [0.727009, -0.141674, -3.889980], [0.958622, 0.554683, -5.084082], [2.137447, 1.233748, -5.234436], [3.089968, 1.217602, -4.207998], [2.788381, 0.530095, -3.069282], [1.621590, -0.148389, -2.901904], [-1.043164, -0.952392, -4.470849], [-0.420851, -1.606120, -3.046085], [0.215190, 0.538084, -5.868458], [2.333865, 1.774786, -6.149899], [4.031423, 1.736870, -4.301195], [3.495959, 0.496988, -2.241425], [0.260181, 1.789636, 2.465762], [-0.180818, 0.667433, 3.222191], [-1.147438, -0.159932, 2.772792], [-1.466512, -1.088730, 3.455966], [-1.806857, 0.120658, 1.446142], [-3.084805, 0.490557, 1.362559], [-4.124885, 0.756818, -0.310452], [-5.029649, 2.383609, 0.316261], [-2.703580, 1.742936, -1.300890], [-1.431438, 1.454587, -1.012842], [-0.945057, -0.267099, -0.285489], [-2.185339, -1.637838, -0.916372], [-0.126174, 2.221423, -0.993828], [0.929869, 1.592073, -1.083000], [-0.022947, 3.447710, -0.553838], [-1.089579, 4.310423, -0.115735], [-2.960480, 2.833346, -2.331091], [-2.136082, 3.681589, -2.534813], [-4.055107, 2.789763, -3.082199], [-4.866843, 1.618254, -3.242514], [-4.065606, 0.400560, 2.513108], [-4.966217, -0.376747, 2.379032], [-3.924952, 1.118248, 3.623448], [-3.220835, 2.360291, 3.639088], [0.714501, 2.474086, 3.178255], [-0.573768, 2.284718, 1.980212], [1.000414, 1.481890, 1.728791], [-5.851080, 2.068432, 0.958609], [-5.435894, 2.921106, -0.538201], [-4.356714, 3.040348, 0.865006], [-2.723004, -1.310673, -1.805942], [-2.897295, -1.925341, -0.144458], [-1.562231, -2.496733, -1.168707], [-1.325842, 5.016459, -0.902098], [-0.684225, 4.817857, 0.756605], [-1.969577, 3.728243, 0.159525], [-5.403179, 1.775558, -4.173458], [-5.591267, 1.523122, -2.435018], [-4.253599, 0.721315, -3.325881], [-2.669930, 2.396760, 4.574906], [-3.946085, 3.172086, 3.602121], [-2.533572, 2.440950, 2.795324], [2.932671, 0.019101, 4.313443], [3.085180, -0.179080, 2.867700], [3.825732, 0.865487, 2.176638], [2.289260, -1.009543, 2.180951], [1.906851, -0.678467, 1.003589], [1.937086, -2.194284, 2.702880], [2.665335, -2.818691, 3.805348], [0.790353, -2.955535, 2.230082], [2.839410, 1.090915, 4.488585], [3.790738, -0.356311, 4.869180], [2.017914, -0.449115, 4.663806], [4.806977, 0.963643, 2.640095], [3.310855, 1.825825, 2.251512], [3.961242, 0.613461, 1.127980], [3.667742, -2.406098, 3.871741], [2.744272, -3.884527, 3.591319], [2.150548, -2.697085, 4.757579], [0.383796, -2.505526, 1.326877], [0.014265, -2.984944, 2.993233], [1.106292, -3.976705, 2.008552], [1.049371, -4.214268, -1.405886], [2.227582, -2.827074, -1.382027], [3.028152, -2.995260, -3.006555], [3.529422, -3.394698, -0.244669], [1.571726, -5.153019, -1.599335], [0.311048, -4.069908, -2.196989], [0.519685, -4.297173, -0.458280], [3.419976, -4.005600, -3.133051], [3.852084, -2.287433, -3.101679], [2.313346, -2.792863, -3.804475], [3.903726, -4.372142, -0.553312], [3.142380, -3.463634, 0.768584], [4.361554, -2.688870, -0.243272]],
  "atomic_forces_ev_per_a": [[0.0726, 0.5727, 1.3006], [-0.2205, -0.0971, -0.0509], [-0.0057, -0.0737, -0.0252], [-0.0560, -0.0528, 0.0235], [0.0517, 0.0386, -0.0431], [0.0884, 0.0676, 0.0719], [-0.1681, -0.2784, -0.2290], [0.3268, 0.3014, -0.9649], [0.0332, 0.0139, 0.0050], [0.0936, 0.0761, -0.0116], [-0.0188, 0.0075, -0.0070], [0.0170, 0.0048, -0.0108], [0.0024, 0.0149, -0.0051], [-0.0619, -0.0204, 0.0340], [0.0658, 0.0527, -0.0289], [0.0201, -0.2060, -0.0884], [-0.0633, 0.0030, 0.0976], [-0.0431, -0.1473, -0.1144], [0.0414, 0.0779, 0.0957], [-0.0099, 0.0450, -0.0830], [0.1014, -0.0359, 0.1026], [-0.0138, 0.0258, -0.0370], [-0.1343, 0.1338, -0.0624], [0.6446, 0.1605, -0.0611], [-0.3781, -0.8292, 0.6578], [-0.1720, 0.1024, -0.1824], [-0.6698, 0.1154, 0.3585], [0.3852, 0.1267, -0.0508], [0.0623, -0.1255, -0.2337], [-0.0180, -0.0463, 0.1364], [0.1428, -0.1502, -0.0854], [-0.0170, 0.0579, 0.0527], [-0.0897, 0.0644, 0.0772], [-0.0226, 0.0629, -0.0819], [0.0715, 0.1090, 0.1185], [-0.0699, -0.0928, -0.0720], [-0.0521, -0.0459, -0.0865], [0.0981, -0.0289, -0.0165], [-0.0179, 0.0159, -0.0162], [-0.1014, 0.1379, -0.1269], [-0.0100, 0.0257, -0.0875], [0.0070, 0.0195, -0.0151], [-0.0456, 0.0171, -0.0036], [-0.0129, -0.0005, -0.0175], [0.0074, -0.0689, 0.0147], [0.0177, 0.0185, -0.0229], [-0.0294, 0.0040, 0.0285], [0.0017, -0.0200, 0.0226], [-0.0285, 0.0143, -0.0266], [0.0208, 0.0708, -0.0359], [-0.0037, -0.0246, 0.0105], [-0.0070, -0.0139, -0.0137], [-0.0224, -0.0059, 0.0308], [0.0190, 0.0481, -0.0226], [0.0207, -0.0025, 0.0248], [-0.0283, 0.0327, 0.0299], [0.0218, 0.0264, -0.0789], [-0.0285, 0.0997, 0.2163], [0.0517, 0.0579, -0.0283], [-0.1291, -0.1495, -0.4577], [0.1332, -0.1244, 0.0556], [0.0042, 0.1703, 0.1497], [0.0384, -0.0159, -0.0286], [-0.0268, -0.0052, -0.1261], [0.0393, 0.0092, 0.0455], [-0.0060, 0.0283, 0.0251], [0.0206, -0.0271, 0.0071], [-0.0164, 0.0061, 0.0104], [0.0159, 0.0188, -0.0482], [-0.0125, -0.0138, 0.0600], [-0.0144, -0.0245, 0.0139], [0.0020, 0.0088, 0.0071], [-0.0064, -0.0163, 0.0180], [0.0155, 0.0221, 0.0136], [-0.0070, -0.0033, 0.0297], [-0.0121, 0.0053, -0.0286], [0.0011, -0.1185, -0.0042], [0.0497, -0.1596, -0.1383], [0.0532, -0.0736, -0.0555], [0.0637, -0.0619, -0.0306], [-0.0202, -0.0035, 0.0061], [0.0228, 0.0291, -0.0071], [-0.0015, 0.0228, 0.0384], [-0.0101, 0.0106, -0.0168], [-0.0048, 0.0076, 0.0089], [0.0004, -0.0046, -0.0070], [-0.0091, 0.0067, 0.0237], [-0.0298, -0.0116, 0.0764], [-0.0208, 0.0110, -0.0231]],
  "multiplicity": 2,
  "energy_ha": -7708.3847,
  "total_charge": 2,
  "homo_ev": [-13.292, -12.707]
}

{
  "formula": "C3H4N4",
  "method": "wB97M-V/def2-TZVPD",
  "elements": ["H", "N", "N", "N", "C", "N", "C", "C", "H", "H", "H"],
  "xyz": [[3.151798, 2.472524, -0.313484], [2.821409, 1.591466, -0.144845], [3.412881, 0.614569, -0.027704], [3.767160, -0.509475, 0.030154], [2.834994, -1.445306, -0.007634], [1.534426, -1.158987, 0.115427], [0.383855, -0.838824, -0.017318], [-0.964527, -1.005172, 0.009064], [-1.094994, -2.064232, -0.073974], [-1.545023, -0.535712, -0.838535], [-1.456929, -0.464133, 0.878534]],
  "atomic_forces_ev_per_a": [[0.9765, 4.1325, -0.8127], [0.3084, -4.0447, 0.8783], [-1.5010, 2.0967, -0.2213], [2.3488, 1.8462, 0.4085], [-2.8243, -4.7773, -0.2651], [-1.3347, 2.4400, -0.6670], [4.4350, -1.2557, 0.9110], [-3.1797, 1.5736, -0.4584], [-0.6522, -0.9808, 0.3522], [0.7772, -0.2315, 0.3062], [0.6459, -0.7992, -0.4317]],
  "smiles": "[H]/N=N/[N+]#C[N+]#CC",
  "relative_energy_ev": 0.7103,
  "energy_ha": -334.6891,
  "total_charge": 2,
  "homo_ev": [-19.514, -19.638]
}